This record from the OMol25 dataset describes a cluster of 2 separate species, H2N3PS in total in a non-equilibrium geometry. The level of theory is ωB97M-V/def2-TZVPD.

Each line ends with the Löwdin charge.
Geometry (Å):
S (2.11, 0.48, -0.05)  0.70
P (-3.16, -0.44, -0.04)  0.57
N (0.09, -1.06, 0.33)  -0.04
N (-2.41, 0.74, -0.50)  -0.56
N (0.45, -0.01, -0.18)  -0.50
H (2.10, 1.78, -0.36)  -0.16
H (0.82, -1.49, 0.79)  -0.02

The HOMO-LUMO gap comes out at 9.8 eV. As for the charge: 0. Its relative energy (zero: lowest compared OMol25 entry of this formula, charge and spin) is 57.73 kJ/mol. Its SMILES is [H]/N=N\S.N#P.

This record from the OMol25 dataset describes a structure of composition C41H29CeCl5IN3OP in a non-equilibrium geometry. The level of theory is ωB97M-V/def2-TZVPD.

Each line ends with the Löwdin charge.
Geometry (Å):
Ce (1.41, 0.60, 1.78)  1.14
I (-1.37, -1.20, 0.68)  1.24
Cl (4.61, -0.21, 2.31)  0.79
Cl (5.85, -0.96, 5.09)  0.79
Cl (-0.31, -0.26, 4.19)  0.81
Cl (3.98, -0.94, 7.64)  0.84
Cl (0.90, -0.79, 7.32)  0.74
P (-2.41, 1.86, 0.28)  1.04
O (0.40, -2.15, -1.50)  -0.10
N (2.28, -2.07, -2.64)  0.18
N (2.83, 0.64, -0.21)  -0.12
N (0.59, -3.52, -3.32)  0.17
C (-4.23, -2.10, 3.81)  -0.05
C (-5.26, 1.41, 3.97)  -0.01
C (-4.51, 0.30, 3.52)  -0.14
C (3.58, -0.43, 3.75)  -0.61
C (0.69, 3.27, 2.81)  -0.07
C (2.64, -5.32, -6.53)  -0.28
C (2.23, -0.36, 3.62)  -0.42
C (1.96, -0.60, 5.92)  -0.60
C (1.92, -4.14, -6.69)  -0.03
C (-5.17, 2.56, 3.28)  -0.02
C (-3.53, 0.35, 2.47)  -0.25
C (-2.85, -0.86, 2.23)  -0.53
C (-0.75, 2.47, 0.95)  -0.39
C (3.37, -0.71, 6.08)  -0.66
C (2.31, -0.34, -0.87)  -0.12
C (-3.02, 3.41, -0.30)  -0.45
C (-4.21, 2.66, 2.21)  -0.02
C (1.76, 3.59, 1.96)  -0.04
C (2.16, -5.18, -4.14)  -0.02
C (4.18, -0.59, 4.96)  -0.67
C (-4.90, -0.94, 4.09)  -0.01
C (-3.91, 3.27, -1.38)  -0.08
C (-0.49, 2.70, 2.30)  -0.16
C (2.77, -0.92, -2.05)  -0.12
C (2.78, -5.86, -5.22)  0.01
C (1.41, -4.04, -4.37)  -0.30
C (3.81, -0.15, -2.66)  0.11
C (4.29, 1.03, -1.99)  0.02
C (3.14, -5.98, -7.77)  -0.05
C (1.32, -3.50, -5.63)  -0.01
C (3.86, 1.32, -0.74)  -0.12
C (1.42, -0.38, 4.68)  -0.59
C (-4.41, 5.60, -1.31)  -0.05
C (0.34, 2.80, 0.13)  -0.12
C (-4.65, 4.34, -1.86)  -0.04
C (1.48, 3.40, 0.61)  -0.08
C (1.03, -2.60, -2.45)  -0.50
C (-3.55, 5.75, -0.23)  -0.05
C (-3.38, 1.57, 1.83)  -0.31
C (-3.22, -2.13, 2.80)  -0.12
C (-2.78, 4.67, 0.21)  -0.11
H (1.64, -1.01, -0.37)  0.06
H (2.26, 3.57, -0.14)  0.14
H (-5.88, 1.21, 4.86)  0.14
H (4.31, 2.11, -0.12)  0.14
H (-1.21, 2.37, 3.10)  0.14
H (2.33, -6.71, -8.09)  0.12
H (4.30, -0.58, -3.45)  0.11
H (-5.82, -1.07, 4.64)  0.13
H (1.87, -3.80, -7.69)  0.11
H (3.38, -6.78, -5.16)  0.12
H (-5.71, 3.49, 3.45)  0.13
H (-5.48, 4.38, -2.62)  0.14
H (-5.03, 6.43, -1.63)  0.12
H (-4.52, -3.04, 4.36)  0.14
H (2.25, -5.59, -3.13)  0.12
H (5.02, 1.59, -2.57)  0.14
H (-4.09, 2.31, -1.74)  0.08
H (0.68, -2.65, -5.80)  0.12
H (-4.22, 3.62, 1.75)  0.09
H (0.27, 2.72, -0.94)  0.15
H (-2.05, 4.83, 1.04)  0.12
H (3.37, -5.24, -8.53)  0.08
H (2.70, 3.91, 2.35)  0.14
H (0.74, 3.35, 3.90)  0.15
H (2.89, -2.61, -3.21)  0.15
H (-3.41, 6.68, 0.25)  0.11
H (-0.26, -4.02, -3.17)  0.17
H (-2.74, -3.05, 2.52)  0.08
H (4.01, -6.72, -7.52)  0.12

The HOMO-LUMO gap (alpha / beta) comes out at 3.5 / 3.5 eV. As for the charge: +3. Its relative energy (zero: lowest compared OMol25 entry of this formula, charge and spin) is 126.69 kJ/mol.

This record from the OMol25 dataset describes a structure of composition C42H39N5O8Pb in a non-equilibrium geometry. The level of theory is ωB97M-V/def2-TZVPD.

Each line ends with the Löwdin charge.
Geometry (Å):
Pb (0.24, -0.22, 0.52)  1.64
O (0.71, 1.09, 2.38)  -0.14
O (-2.76, 1.18, -3.25)  -0.12
O (1.40, -0.86, -1.32)  -0.13
O (-2.00, -0.35, -1.02)  -0.05
O (6.52, 0.20, 1.57)  0.09
O (2.22, 1.60, 3.96)  0.08
O (0.74, -1.77, 2.00)  -0.12
O (3.36, -1.52, -2.17)  0.08
N (2.53, 0.09, 0.82)  0.07
N (-1.67, 1.02, 0.83)  0.02
N (-0.01, 1.45, -1.50)  0.12
N (-0.49, -2.50, -0.18)  -0.07
N (0.00, -3.50, 0.63)  0.09
C (-3.41, -1.68, 1.17)  -0.02
C (2.10, -5.79, 4.55)  -0.09
C (-3.39, -0.03, 4.53)  -0.07
C (-1.15, 1.94, -1.25)  -0.25
C (1.72, 3.16, -1.20)  -0.20
C (5.20, 0.14, 1.29)  -0.27
C (-1.93, -0.80, -2.30)  -0.13
C (1.83, -4.48, 4.92)  -0.08
C (2.68, -1.01, -1.31)  -0.57
C (-3.62, -0.87, 3.45)  -0.06
C (-3.10, -0.63, 2.19)  -0.17
C (-1.52, 3.38, -1.42)  0.03
C (1.88, -6.20, 3.24)  -0.08
C (3.32, 3.53, -2.98)  -0.08
C (1.38, -5.30, 2.31)  -0.03
C (-1.55, 2.81, 2.95)  -0.04
C (1.09, 2.21, -2.00)  -0.18
C (1.10, -3.99, 2.68)  -0.15
C (1.89, 1.15, 2.88)  -0.58
C (3.35, -0.43, -0.08)  -0.15
C (2.84, 3.81, -1.72)  -0.05
C (0.91, 0.83, -4.11)  -0.01
C (-1.43, -2.09, -2.42)  -0.11
C (4.71, -0.42, 0.11)  0.09
C (1.34, -3.58, 3.99)  -0.02
C (2.97, 0.62, 1.95)  -0.15
C (-3.14, 2.02, -4.33)  -0.04
C (-3.59, 1.46, -0.54)  0.04
C (-2.35, -0.11, -3.45)  -0.19
C (-2.31, 0.55, 1.99)  -0.21
C (-2.30, -0.74, -4.68)  -0.01
C (-1.82, -2.04, -4.79)  -0.06
C (0.57, -3.01, 1.70)  -0.42
C (-2.68, 1.13, 4.34)  -0.04
C (1.27, 3.52, 0.19)  -0.03
C (4.32, 0.68, 2.23)  0.10
C (-2.17, 1.46, 3.09)  -0.19
C (-0.95, -2.90, -1.29)  -0.05
C (2.68, 2.57, -3.76)  -0.04
C (-1.39, -2.71, -3.67)  -0.03
C (-2.13, 0.98, -0.54)  -0.49
C (1.57, 1.88, -3.28)  -0.19
H (-3.41, 1.47, -5.23)  0.08
H (-2.52, 1.82, 5.16)  0.11
H (3.35, 4.55, -1.10)  0.12
H (-1.01, -3.72, -3.74)  0.12
H (2.49, -6.49, 5.28)  0.10
H (-1.38, 3.88, -0.46)  0.09
H (-0.09, 1.15, -4.42)  0.07
H (7.02, -0.22, 0.86)  0.12
H (-3.79, -0.28, 5.50)  0.11
H (-1.78, -2.51, -5.77)  0.11
H (2.09, 3.40, 0.90)  0.09
H (-2.55, 3.50, -1.72)  0.08
H (-1.73, 3.24, 1.96)  0.06
H (3.05, 2.34, -4.75)  0.11
H (-4.02, 2.58, -4.01)  0.10
H (1.20, -5.61, 1.29)  0.11
H (0.96, 4.56, 0.23)  0.10
H (-2.51, -2.08, 0.73)  0.05
H (-4.03, -1.32, 0.35)  0.07
H (2.11, -7.21, 2.94)  0.10
H (-2.33, 2.71, -4.56)  0.10
H (4.66, 1.12, 3.15)  0.14
H (0.45, 2.90, 0.56)  0.04
H (4.18, 4.05, -3.37)  0.10
H (5.35, -0.85, -0.65)  0.13
H (-3.86, 1.95, -1.46)  0.07
H (1.13, -2.55, 4.26)  0.12
H (-3.75, 2.14, 0.30)  0.11
H (-2.61, -0.22, -5.57)  0.10
H (-0.93, -3.98, -1.47)  0.14
H (0.80, -0.10, -3.55)  0.07
H (-1.92, 3.48, 3.72)  0.08
H (-4.21, -1.76, 3.60)  0.11
H (-4.23, 0.60, -0.40)  0.09
H (-3.94, -2.50, 1.65)  0.08
H (-0.47, 2.73, 3.06)  0.07
H (1.49, 0.63, -5.01)  0.09
H (2.00, -4.16, 5.94)  0.10
H (-0.86, 3.85, -2.15)  0.10

The HOMO-LUMO gap comes out at 6.7 eV. As for the charge: 0. Its relative energy (zero: lowest compared OMol25 entry of this formula, charge and spin) is 130.87 kJ/mol.

This record from the OMol25 dataset describes a structure of composition C29H28AsNO6PS3W. The level of theory is ωB97M-V/def2-TZVPD.

Each line ends with the Löwdin charge.
Geometry (Å):
W (0.10, 0.21, -0.19)  0.96
As (-1.96, 1.64, -0.08)  1.20
S (0.92, 2.31, -0.88)  0.82
S (0.28, -2.03, 0.84)  0.52
S (-1.63, -1.07, -1.38)  0.41
P (-0.53, -2.68, -0.86)  -0.05
O (8.63, -0.52, 1.63)  0.11
O (8.80, -0.71, -0.51)  0.11
O (1.92, -0.29, -1.04)  -0.22
O (1.81, 0.27, 1.04)  -0.20
O (0.56, -3.03, -1.90)  -0.30
O (-1.36, -3.97, -0.63)  -0.28
N (8.17, -0.56, 0.51)  -0.34
C (-5.82, 1.28, -1.52)  -0.04
C (4.00, -0.21, 0.17)  -0.13
C (-3.83, 1.47, -0.20)  -0.39
C (0.81, -2.51, -3.25)  -0.23
C (-1.38, 1.05, 1.66)  -0.48
C (-0.21, -5.73, 0.65)  -0.06
C (-0.10, -3.18, -4.25)  -0.05
C (-5.97, 1.57, 0.87)  -0.04
C (-4.59, 1.60, 0.97)  -0.09
C (-0.16, 1.40, 3.70)  -0.02
C (-1.48, 3.46, -0.23)  -0.40
C (-0.14, 3.66, -0.58)  -0.64
C (6.14, -0.49, -0.87)  0.04
C (2.55, -0.07, 0.06)  -0.60
C (-0.71, 0.22, 4.21)  0.00
C (-0.51, 6.03, -0.50)  -0.03
C (5.96, -0.27, 1.55)  0.04
C (6.69, -0.43, 0.39)  -0.10
C (-1.57, -0.56, 3.45)  -0.05
C (-1.91, -0.15, 2.17)  -0.16
C (-1.84, 5.82, -0.17)  -0.03
C (4.59, -0.15, 1.44)  0.03
C (4.76, -0.37, -0.98)  0.03
C (0.35, 4.95, -0.71)  -0.07
C (-0.49, 1.82, 2.44)  -0.08
C (-4.43, 1.30, -1.45)  -0.10
C (-6.58, 1.41, -0.37)  -0.04
C (-2.34, 4.52, -0.04)  -0.05
C (-0.84, -5.36, -0.66)  -0.19
H (0.68, -5.12, 0.86)  0.07
H (6.78, -0.61, -1.73)  0.13
H (0.69, -1.43, -3.23)  0.09
H (3.97, -0.02, 2.32)  0.13
H (-0.45, -0.10, 5.21)  0.13
H (0.11, -6.77, 0.61)  0.10
H (-0.16, -5.43, -1.50)  0.12
H (0.05, -2.72, -5.23)  0.10
H (-0.13, 7.04, -0.60)  0.13
H (4.28, -0.41, -1.95)  0.13
H (-6.57, 1.68, 1.76)  0.12
H (0.51, 1.99, 4.31)  0.13
H (-1.73, -5.95, -0.87)  0.13
H (1.39, 5.12, -0.98)  0.12
H (0.13, -4.24, -4.34)  0.09
H (-3.85, 1.20, -2.35)  0.11
H (-0.91, -5.62, 1.47)  0.09
H (-6.30, 1.16, -2.48)  0.12
H (-4.12, 1.72, 1.93)  0.11
H (-7.66, 1.39, -0.44)  0.12
H (-0.08, 2.75, 2.05)  0.12
H (1.86, -2.74, -3.42)  0.13
H (-2.50, 6.66, -0.02)  0.12
H (-3.38, 4.37, 0.21)  0.12
H (6.46, -0.24, 2.51)  0.13
H (-1.15, -3.06, -3.98)  0.08
H (-1.98, -1.48, 3.85)  0.13
H (-2.59, -0.74, 1.57)  0.11

The HOMO-LUMO gap (alpha / beta) comes out at 6.0 / 6.8 eV. As for the charge: +2. Its relative energy (zero: lowest compared OMol25 entry of this formula, charge and spin) is 20.95 kJ/mol. As for the spin multiplicity: 2.

This record from the OMol25 dataset describes a cluster of 2 separate species, C5H15NO2 in total in a non-equilibrium geometry. The level of theory is ωB97M-V/def2-TZVPD.

Each line ends with the Löwdin charge.
Geometry (Å):
O (-1.34, 0.51, 3.05)  -0.05
O (1.47, 0.53, 2.43)  -0.08
N (-0.29, -0.93, -1.10)  -0.27
C (1.05, 0.82, 0.07)  -0.19
C (-0.28, 0.02, 0.00)  -0.23
C (-1.46, -1.76, -1.30)  -0.13
C (1.24, 1.50, 1.37)  -0.25
C (0.24, -0.36, -2.44)  -0.06
H (-2.10, -1.85, -0.40)  0.08
H (2.11, 2.18, 1.34)  0.13
H (1.72, -0.27, 1.97)  0.08
H (-1.08, -2.84, -1.14)  0.09
H (0.38, 2.07, 1.57)  0.09
H (-0.58, 0.08, 2.71)  -0.03
H (-0.61, -0.29, -3.15)  0.07
H (-2.04, -1.72, -2.29)  0.10
H (-1.57, 1.23, 2.44)  0.04
H (1.91, 0.08, -0.36)  0.18
H (0.91, -1.13, -2.76)  0.06
H (-1.15, 0.65, 0.19)  0.12
H (1.02, 1.52, -0.69)  0.06
H (-0.43, -0.68, 0.86)  0.11
H (0.86, 0.64, -2.37)  0.10

The HOMO-LUMO gap comes out at 9.1 eV. As for the charge: 0. Its relative energy (zero: lowest compared OMol25 entry of this formula, charge and spin) is 292.68 kJ/mol. Its SMILES is CN(C)CCCO.O.